Computed, not measured: a molecular structure, C36H37CuNP2 at a distorted geometry, with ωB97M-V/def2-TZVPD.

Geometry as ORCA input:
```
! wB97M-V def2-TZVPD RIJCOSX def2/J DEFGRID3
* xyz 0 2
Cu 1.690 -1.128 2.309
C -2.251 0.070 6.465
C -2.406 -0.091 5.142
C -2.876 0.906 4.099
C -1.726 1.752 3.556
C -0.969 2.659 4.512
C -1.207 2.944 5.797
C -2.448 2.629 6.575
C -2.520 1.295 7.326
C 3.374 -0.607 3.202
H -2.017 -0.808 7.075
H -2.392 -1.099 4.720
H -3.634 1.603 4.471
H -3.317 0.318 3.272
H -1.011 1.027 3.119
H -2.098 2.377 2.723
H -0.001 2.950 4.073
H -0.467 3.501 6.390
H -3.328 2.697 5.900
H -2.529 3.441 7.329
H -1.836 1.346 8.182
H -3.542 1.226 7.740
H 3.808 -1.316 3.939
H 3.292 0.379 3.712
H 4.104 -0.460 2.384
P -0.013 -1.936 -2.305
P 1.718 0.275 -2.641
C -0.833 -0.456 -2.947
C 0.032 0.553 -3.229
C -0.631 -3.153 -3.561
C -1.792 -2.971 -4.318
C -2.209 -3.948 -5.223
C -1.461 -5.112 -5.408
C -0.265 -5.271 -4.693
C 0.159 -4.295 -3.790
C -0.995 -2.211 -0.776
C -0.701 -1.374 0.319
C -1.411 -1.532 1.506
C -2.455 -2.465 1.581
C -2.750 -3.284 0.482
C -2.010 -3.169 -0.696
C 2.570 0.837 -4.226
C 2.419 0.049 -5.380
C 2.875 0.509 -6.617
C 3.487 1.763 -6.729
C 3.659 2.538 -5.578
C 3.213 2.073 -4.336
C 1.913 1.755 -1.572
C 3.109 1.840 -0.830
C 3.393 3.002 -0.112
C 2.473 4.063 -0.108
C 1.255 3.945 -0.785
C 0.963 2.779 -1.495
H -1.910 -0.428 -3.137
H -0.220 1.461 -3.786
H -2.386 -2.071 -4.213
H -3.127 -3.808 -5.785
H -1.795 -5.895 -6.097
H 0.336 -6.168 -4.842
H 1.099 -4.414 -3.245
H 0.097 -0.625 0.245
H -1.120 -0.964 2.396
H -3.029 -2.555 2.507
H -3.557 -4.015 0.541
H -2.230 -3.803 -1.554
H 1.912 -0.912 -5.316
H 2.736 -0.096 -7.512
H 3.807 2.145 -7.703
H 4.124 3.520 -5.653
H 3.335 2.703 -3.458
H 3.811 1.001 -0.831
H 4.338 3.078 0.431
H 2.714 4.987 0.419
H 0.529 4.759 -0.773
H 0.002 2.682 -1.997
N 0.399 -1.614 4.969
C 0.729 -1.386 3.855
*
```

Calculated values
Energy, eV: -102633.8552
HOMO-LUMO gap (spin up / spin down), eV: 7.25 / 5.92
⟨S²⟩: 0.755
Molar mass, g/mol: 609.19
LUMO (spin up / spin down), Eh: -0.010 / -0.059
F_max, eV Å⁻¹: 4.14

Partial charges, Löwdin, in e: Cu 0.517; C -0.103; C -0.125; C -0.206; C -0.201; C -0.102; C -0.112; C -0.223; C -0.190; C -0.155; H 0.098; H 0.081; H 0.095; H 0.102; H 0.081; H 0.114; H 0.099; H 0.103; H 0.100; H 0.111; H 0.106; H 0.114; H 0.015; H 0.014; H -0.009; P 0.962; P 0.962; C -0.313; C -0.341; C -0.383; C -0.101; C -0.085; C -0.085; C -0.088; C -0.107; C -0.367; C -0.124; C -0.112; C -0.066; C -0.071; C -0.083; C -0.349; C -0.108; C -0.091; C -0.094; C -0.086; C -0.091; C -0.413; C -0.127; C -0.088; C -0.085; C -0.079; C -0.093; H 0.074; H 0.087; H 0.086; H 0.102; H 0.105; H 0.102; H 0.098; H 0.083; H 0.037; H 0.106; H 0.106; H 0.100; H 0.098; H 0.101; H 0.102; H 0.101; H 0.094; H 0.102; H 0.105; H 0.102; H 0.105; H 0.089; N 0.033; C -0.340

Computed, not measured: a molecular structure, C36H37F4N4O2S2Se2V, with ωB97M-V/def2-TZVPD.

Geometry as ORCA input:
```
! wB97M-V def2-TZVPD RIJCOSX def2/J DEFGRID3
* xyz 1 2
V -0.415 -0.928 -0.379
C -3.269 0.636 -0.590
N -2.616 -0.526 -1.199
C -3.500 -1.686 -0.994
C -2.474 -0.331 -2.660
C -1.520 -1.377 -3.231
N -0.459 -1.563 -2.252
C -0.254 -2.571 -1.495
C -1.340 -2.181 1.125
F -1.881 -1.452 2.172
C 0.116 -2.246 1.127
F 0.687 -1.662 2.262
C 0.722 -3.587 0.904
C -0.146 -4.454 -0.007
F 0.412 -5.729 -0.009
C -0.296 -3.930 -1.406
F -2.731 -4.623 -2.556
H -4.267 0.802 -1.012
H -2.665 1.524 -0.753
H -3.362 0.469 0.484
H -4.432 -1.551 -1.556
H -3.752 -1.755 0.059
H -3.028 -2.610 -1.324
H -2.078 0.663 -2.833
H -3.456 -0.400 -3.144
H -1.111 -1.024 -4.178
H -2.024 -2.329 -3.417
H 0.814 -4.113 1.859
Se -0.955 -5.003 -2.748
Se 2.540 -3.503 0.203
C 2.810 -1.650 -0.136
C 4.175 -1.336 -0.132
C 4.598 -0.078 -0.496
C 3.633 0.858 -0.840
C 2.311 0.481 -0.782
N 1.870 -0.745 -0.438
C -1.515 -4.578 0.602
C -2.222 -5.769 0.580
C -3.492 -5.827 1.108
C -4.035 -4.679 1.676
C -3.306 -3.521 1.677
N -2.066 -3.463 1.133
H 4.886 -2.097 0.159
H 5.652 0.167 -0.508
H 3.888 1.864 -1.143
H 1.534 1.182 -1.033
H -1.744 -6.629 0.137
H -4.053 -6.751 1.089
H -5.019 -4.677 2.121
H -3.670 -2.609 2.118
O -0.320 1.418 -1.665
S -0.690 2.827 -2.043
C -0.751 3.771 -0.500
C 0.450 3.552 0.408
C 0.122 3.755 1.890
C -0.936 2.824 2.471
S -0.595 1.046 2.507
O -0.318 0.675 1.060
C 0.964 1.088 3.365
C 0.925 1.157 4.750
C 2.120 1.205 5.452
C 3.329 1.164 4.769
C 3.349 1.077 3.385
C 2.160 1.038 2.672
C 0.781 3.533 -2.782
C 0.952 4.910 -2.875
C 2.073 5.408 -3.519
C 3.001 4.540 -4.080
C 2.804 3.170 -4.007
C 1.686 2.658 -3.362
H -1.682 3.426 -0.048
H -0.906 4.817 -0.770
H 1.253 4.234 0.124
H 0.811 2.536 0.269
H -0.231 4.778 2.057
H 1.040 3.651 2.471
H -1.897 2.891 1.957
H -1.123 3.070 3.520
H -0.022 1.159 5.277
H 2.107 1.259 6.532
H 4.259 1.187 5.323
H 4.292 1.032 2.855
H 2.154 0.954 1.596
H 0.226 5.596 -2.458
H 2.219 6.478 -3.587
H 3.872 4.935 -4.585
H 3.516 2.492 -4.460
H 1.512 1.591 -3.310
*
```

Calculated values
Energy, eV: -236900.8157
HOMO-LUMO gap (spin up / spin down), eV: 7.43 / 7.39
⟨S²⟩: 0.801
Molar mass, g/mol: 906.71
LUMO (spin up / spin down), Eh: -0.096 / -0.094
F_max, eV Å⁻¹: 0.19

Partial charges, Löwdin, in e: V 0.823; C -0.065; N -0.272; C -0.057; C -0.173; C -0.147; N -0.038; C -0.323; C -0.277; F -0.023; C -0.402; F 0.002; C -0.409; C -0.506; F 0.003; C -0.534; F -0.558; H 0.106; H 0.046; H 0.093; H 0.109; H 0.069; H 0.077; H 0.077; H 0.132; H 0.125; H 0.092; H 0.129; Se 1.131; Se 1.231; C -0.517; C -0.114; C -0.046; C -0.045; C -0.146; N 0.041; C -0.082; C 0.036; C -0.001; C -0.010; C -0.018; N 0.105; H 0.096; H 0.118; H 0.111; H 0.055; H 0.132; H 0.125; H 0.122; H 0.137; O -0.563; S 1.033; C -0.309; C -0.214; C -0.198; C -0.301; S 1.077; O -0.553; C -0.390; C -0.074; C -0.061; C -0.060; C -0.048; C -0.064; C -0.368; C -0.079; C -0.062; C -0.064; C -0.060; C -0.079; H 0.071; H 0.095; H 0.125; H 0.068; H 0.126; H 0.114; H 0.085; H 0.101; H 0.116; H 0.112; H 0.111; H 0.110; H 0.085; H 0.108; H 0.113; H 0.111; H 0.114; H 0.109

Computed, not measured: a molecular structure, C36H37FN8O2S2W at a distorted geometry, with ωB97M-V/def2-TZVPD.

Geometry as ORCA input:
```
! wB97M-V def2-TZVPD RIJCOSX def2/J DEFGRID3
* xyz 0 3
W 0.401 0.052 -0.656
C 3.030 3.115 -1.036
C 3.683 3.058 -2.184
C 3.272 2.013 -3.104
C 2.512 0.990 -2.627
N 2.217 0.770 -1.290
C 2.121 2.003 -0.500
C 1.676 0.163 -3.505
C 2.017 -0.205 -4.782
C 1.084 -0.842 -5.559
C -0.177 -1.066 -5.058
C -0.389 -0.849 -3.690
N 0.534 -0.221 -2.910
C -1.477 -1.391 -2.898
C -2.308 -2.378 -3.429
C -3.291 -2.911 -2.633
C -3.396 -2.499 -1.330
C -2.535 -1.511 -0.869
N -1.545 -0.980 -1.620
H 3.190 3.934 -0.342
H 4.342 3.884 -2.453
H 3.412 2.127 -4.165
H 2.458 1.754 0.500
H 2.979 0.035 -5.208
H 1.315 -1.125 -6.580
H -0.904 -1.612 -5.657
H -2.142 -2.738 -4.435
H -4.008 -3.633 -3.004
H -4.125 -2.915 -0.622
H -2.618 -1.160 0.124
C 0.909 1.543 6.999
C 0.432 0.908 5.728
C -0.905 1.019 5.417
C -1.396 0.486 4.249
C -0.520 -0.183 3.422
C 0.837 -0.323 3.691
C 1.298 0.216 4.875
S -1.274 -0.875 2.013
O -1.189 0.163 0.914
O -2.675 -1.059 2.261
N -0.591 -2.131 1.529
C 0.371 -3.046 1.788
C 0.448 -3.830 2.908
C 1.426 -4.878 3.031
C 2.309 -5.114 2.010
C 2.277 -4.325 0.845
C 3.105 -4.605 -0.272
C 3.098 -3.723 -1.311
C 2.217 -2.608 -1.270
N 1.312 -2.421 -0.368
C 1.356 -3.243 0.720
H 0.048 1.934 7.545
H 1.602 2.383 6.767
H 1.448 0.843 7.651
H -1.558 1.537 6.102
H -2.450 0.497 3.944
H 1.484 -0.875 2.994
H 2.342 0.118 5.118
H -0.259 -3.701 3.706
H 1.459 -5.454 3.964
H 3.000 -5.926 2.085
H 3.775 -5.459 -0.330
H 3.730 -3.868 -2.167
H 2.223 -1.926 -2.090
C 0.666 4.186 0.953
C -0.014 3.417 -0.197
C -1.417 3.064 0.262
C -0.069 4.326 -1.433
N 0.657 2.134 -0.500
H 0.013 5.008 1.232
H 1.648 4.603 0.702
H 0.719 3.548 1.845
H -2.030 3.943 0.452
H -1.335 2.429 1.141
H -1.940 2.478 -0.504
H -0.697 5.193 -1.196
H -0.521 3.803 -2.264
H 0.895 4.700 -1.726
F 1.381 0.004 1.001
N -5.914 1.155 -2.101
C -4.561 1.216 -1.949
N -4.171 1.136 -0.657
S -3.519 1.472 -3.229
H -6.542 1.229 -1.321
H -6.300 1.245 -3.031
H -4.787 0.692 0.007
H -3.180 1.082 -0.435
*
```

Calculated values
Energy, eV: -80162.1789
HOMO-LUMO gap (spin up / spin down), eV: 5.50 / 6.08
⟨S²⟩: 2.026
Molar mass, g/mol: 880.72
LUMO (spin up / spin down), Eh: -0.018 / -0.027
F_max, eV Å⁻¹: 1.66

Partial charges, Löwdin, in e: W 1.793; C -0.041; C -0.092; C -0.031; C -0.264; N -0.119; C -0.393; C -0.222; C -0.009; C -0.049; C 0.005; C -0.184; N 0.039; C -0.250; C 0.001; C -0.052; C -0.024; C -0.122; N 0.031; H 0.089; H 0.105; H 0.096; H 0.115; H 0.122; H 0.117; H 0.113; H 0.110; H 0.116; H 0.127; H 0.035; C -0.054; C -0.276; C -0.044; C -0.051; C -0.281; C -0.044; C -0.021; S 0.589; O -0.509; O -0.315; N -0.112; C -0.280; C -0.015; C -0.063; C -0.065; C -0.155; C -0.010; C -0.037; C -0.135; N 0.068; C -0.123; H 0.071; H 0.094; H 0.083; H 0.110; H 0.119; H 0.112; H 0.114; H 0.108; H 0.107; H 0.100; H 0.120; H 0.100; H 0.078; C -0.039; C -0.616; C -0.068; C -0.035; N -0.107; H 0.077; H 0.063; H 0.090; H 0.089; H 0.065; H 0.043; H 0.083; H 0.075; H 0.063; F -0.424; N 0.066; C -0.985; N 0.099; S 0.572; H 0.095; H 0.088; H 0.111; H 0.048